No. 1
Here is a structure of composition C46H126N11O12Pd at a distorted geometry from the Open Molecules 2025 dataset. Energies are from ωB97M-V/def2-TZVPD.

```
196
Properties=species:S:1:pos:R:3:forces:R:3:mulliken_spin:R:1
Pd 3.299 4.569 -2.660 -0.2664 0.1854 0.2541 0.993
C -1.334 -1.299 -0.703 1.2105 0.7280 -0.0135 0.003
C -0.371 -0.970 -1.870 -0.2562 0.7023 0.9955 -0.018
O 0.309 0.276 -1.775 -0.8784 -1.6059 -0.2224 0.912
H -2.062 -0.498 -0.574 -0.3096 -0.3257 -0.2298 0.000
H -0.747 -1.295 0.216 0.0191 -0.1728 0.0983 0.000
H -1.748 -2.299 -0.829 -0.2849 0.2247 -0.0619 0.001
H -0.964 -0.967 -2.785 0.0627 0.4018 -0.4889 0.068
H 0.325 -1.797 -2.008 0.4687 0.0918 -0.0858 0.034
C 7.701 -3.982 2.417 -0.4471 0.1652 -0.6668 0.000
C 7.541 -2.936 1.335 1.1477 -0.4588 -0.8896 0.000
C 8.365 -3.332 0.077 -0.9896 1.5174 0.4581 0.000
O 8.165 -2.250 -0.932 0.2236 -2.3429 1.0659 0.000
C 8.959 -2.587 -2.057 -0.2629 0.3678 -0.0091 0.000
N 6.112 -2.812 0.997 0.5241 0.4997 -0.1706 0.000
H 8.736 -4.251 2.627 -0.0639 0.2146 0.1477 0.000
H 7.198 -4.849 1.990 -0.0903 -0.4370 0.6324 0.000
H 7.174 -3.565 3.275 0.1192 -0.6075 0.2608 0.000
H 7.992 -2.023 1.724 -0.5566 0.4887 -0.2005 0.000
H 7.996 -4.321 -0.194 -0.3292 0.0236 -0.9273 0.000
H 9.425 -3.493 0.271 0.2346 0.4900 0.1237 0.000
H 8.745 -3.587 -2.433 0.0318 -0.2434 0.1394 0.000
H 10.001 -2.509 -1.749 0.2499 -0.0344 -0.4466 0.000
H 8.709 -1.906 -2.871 0.2277 0.2182 0.1405 0.000
H 5.724 -3.726 0.811 0.0264 -0.5449 0.4838 0.000
H 6.081 -2.427 0.064 -0.0570 0.7007 -0.1492 0.000
C 4.095 1.886 -9.240 -1.6214 -0.0221 -0.9762 0.000
C 4.024 1.270 -7.862 2.0897 -0.2043 -0.7970 0.000
C 4.453 -0.239 -7.996 -1.0248 0.0218 0.3174 0.000
O 5.629 -0.415 -8.724 0.9708 1.6932 0.2711 0.000
C 6.123 -1.709 -8.770 -0.1316 -1.0138 -0.7026 0.000
N 4.988 2.018 -7.057 1.2865 -0.3478 1.2712 0.000
H 4.974 1.635 -9.835 0.0679 -0.3430 0.4388 0.000
H 4.047 2.975 -9.239 -0.2082 0.0622 0.2805 0.000
H 3.214 1.529 -9.774 -0.0088 0.1168 -0.5493 0.000
H 3.073 1.352 -7.336 -0.2718 -0.2539 -0.5416 0.000
H 3.686 -0.814 -8.516 -0.6277 0.2041 -0.0817 0.000
H 4.531 -0.717 -7.020 0.1885 0.1384 0.4210 0.000
H 5.599 -2.258 -9.553 -0.3945 -0.3692 0.0478 0.000
H 6.022 -2.251 -7.830 0.0284 0.0497 0.1971 0.000
H 7.157 -1.750 -9.111 0.1120 0.5426 0.3430 0.000
H 5.258 2.906 -7.456 -0.8047 0.3866 -0.2817 0.000
H 5.882 1.564 -7.181 0.3144 -0.6052 0.4135 0.000
C -1.143 7.622 0.936 -0.7353 -0.6392 -0.9817 0.000
C -0.561 6.794 -0.253 1.1850 0.7665 -0.2137 0.002
C -0.942 7.270 -1.657 -0.6886 -0.9701 -0.7656 0.000
O -0.347 6.400 -2.696 -0.2628 1.2478 0.8676 0.000
C -0.715 6.807 -4.014 0.2813 -0.7070 0.0185 0.000
N 0.929 6.913 -0.179 -0.4536 -0.2080 0.1795 0.006
H -0.796 8.654 0.966 0.3295 -0.0778 -0.1715 0.000
H -0.891 7.122 1.871 0.0474 0.0776 -0.0107 0.000
H -2.229 7.691 0.877 -0.1333 -0.1501 0.0669 0.000
H -0.763 5.727 -0.161 -0.4090 0.0797 0.0429 0.000
H -0.754 8.332 -1.817 0.8328 0.1171 -0.0433 0.000
H -2.020 7.229 -1.811 -0.2983 -0.3333 0.2017 0.000
H -1.778 7.038 -4.080 0.0074 0.2119 -0.0316 0.000
H -0.510 5.972 -4.684 -0.2185 -0.3316 0.1780 0.000
H -0.085 7.589 -4.439 -0.1260 0.5983 0.4683 0.000
H 1.117 6.730 0.796 0.5382 -0.3521 0.2808 0.000
H 1.068 7.913 -0.218 0.4832 0.3802 -0.3099 0.000
C 2.370 -5.141 10.031 -0.0182 -0.2852 0.0617 0.000
C 2.695 -6.530 9.478 -1.4404 0.7169 -1.3491 0.000
C 2.531 -6.562 7.905 0.0734 0.3203 0.0338 0.000
O 1.155 -6.664 7.515 0.2580 -0.6479 1.8487 0.000
C 0.897 -6.473 6.164 0.0349 0.4678 -0.0242 0.000
N 4.003 -6.974 9.913 0.6390 -0.5084 -0.7449 0.000
H 3.048 -4.350 9.711 0.4830 -0.3040 0.1568 0.000
H 2.397 -5.292 11.110 -0.0537 0.6705 0.1505 0.000
H 1.392 -4.768 9.727 -0.2380 -0.4480 0.1038 0.000
H 1.915 -7.195 9.848 -0.2757 -0.1616 -0.0477 0.000
H 3.159 -7.329 7.451 -0.2004 -0.7781 0.1072 0.000
H 2.921 -5.675 7.406 0.1792 0.6267 0.4021 0.000
H 1.373 -5.530 5.895 0.2887 -0.0552 -0.7685 0.000
H -0.170 -6.326 5.998 -0.0860 -0.1432 0.3318 0.000
H 1.199 -7.338 5.573 0.3597 0.1301 -0.2952 0.000
H 4.186 -7.826 9.403 0.3872 -0.1341 -0.4308 0.000
H 4.023 -7.335 10.856 -0.3903 0.5342 0.4611 0.000
C 2.142 1.377 5.961 -0.1257 1.2299 1.8506 0.000
C 2.276 2.806 5.390 0.1912 -1.3281 0.1887 0.000
C 3.139 3.739 6.242 -1.3887 0.2063 -0.2362 0.000
O 3.003 5.067 5.727 0.3212 -0.7720 0.7419 0.000
C 3.533 6.038 6.617 0.2386 0.5545 -1.4730 0.000
N 2.910 2.653 4.087 -0.2413 -0.0156 -0.9643 0.000
H 1.861 1.540 7.002 -0.1247 -0.4282 0.3568 0.000
H 3.101 0.860 6.005 -0.0533 -0.1952 -0.3267 0.000
H 1.326 0.793 5.536 0.3471 0.0340 -0.4146 0.000
H 1.240 3.142 5.340 0.1868 0.6931 -0.2707 0.000
H 4.162 3.361 6.245 0.2845 0.2227 -0.0361 0.000
H 2.741 3.754 7.257 0.1306 -0.1906 0.3278 0.000
H 4.623 6.024 6.612 0.2283 -0.3823 0.3524 0.000
H 3.144 6.027 7.635 -0.1833 -0.2268 -0.0270 0.000
H 3.302 6.971 6.104 -0.2439 0.2513 0.4545 0.000
H 3.293 1.719 4.128 0.6631 -0.0378 -0.2459 0.000
H 2.191 2.510 3.392 -0.2317 0.3826 -0.3155 0.000
C -4.888 -7.676 -2.247 -1.0275 -0.4184 1.2815 0.000
C -4.762 -8.464 -0.897 0.8763 0.8048 -1.1861 0.000
C -6.038 -8.977 -0.269 -0.8537 0.8548 0.0823 0.000
O -6.919 -7.919 0.025 -1.2634 1.0137 0.4537 0.000
C -8.204 -8.364 0.521 1.3342 -1.2939 -0.0369 0.000
N -3.961 -9.588 -1.346 0.2544 -0.7384 0.0678 0.000
H -5.364 -6.716 -2.046 -0.0981 -0.0251 -0.4504 0.000
H -5.501 -8.328 -2.870 -0.3434 0.3931 -0.3703 0.000
H -3.930 -7.575 -2.758 0.0432 0.0941 0.4406 0.000
H -4.228 -7.789 -0.228 0.1529 -0.3707 0.3788 0.000
H -5.838 -9.507 0.663 0.3286 -0.3651 0.0766 0.000
H -6.549 -9.649 -0.959 0.0527 -0.4073 -0.2605 0.000
H -8.614 -9.078 -0.194 -0.5043 0.3477 -0.3986 0.000
H -8.912 -7.597 0.835 0.4997 0.3644 -0.5901 0.000
H -8.045 -9.004 1.389 0.1776 0.0654 0.4723 0.000
H -4.592 -10.010 -2.013 0.3004 -0.4451 -0.6105 0.000
H -3.818 -10.338 -0.685 0.0763 0.1335 0.6497 0.000
C -6.663 1.517 -5.149 -0.3206 -0.1407 -1.2107 0.000
C -6.378 2.906 -5.818 -0.0718 -0.5596 0.0253 0.000
C -6.468 2.963 -7.364 0.5345 -0.9004 0.5398 0.000
O -6.110 4.266 -7.849 0.0800 -1.0946 1.9024 0.000
C -6.110 4.315 -9.219 -0.7189 0.1485 -1.4484 0.000
N -7.272 3.921 -5.357 -0.9795 0.5667 0.5580 0.000
H -7.574 1.004 -5.460 -0.3524 0.4877 -0.6554 0.000
H -6.832 1.495 -4.073 0.7218 0.6312 0.1312 0.000
H -5.892 0.807 -5.451 0.3394 0.0682 0.3734 0.000
H -5.394 3.222 -5.472 0.7172 -0.4545 -0.5270 0.000
H -7.444 2.618 -7.705 -0.6346 0.6718 0.1581 0.000
H -5.850 2.174 -7.793 0.8095 0.1637 -0.1314 0.000
H -5.526 3.524 -9.688 0.4529 -0.0261 0.0495 0.000
H -5.791 5.299 -9.562 0.2379 -0.0885 0.1629 0.000
H -7.124 4.176 -9.596 -0.3317 -0.0069 -0.1740 0.000
H -7.030 4.135 -4.400 -0.2522 0.1692 0.2267 0.000
H -7.050 4.744 -5.899 -0.2288 0.3654 0.0234 0.000
C -6.980 -1.473 5.107 0.8997 0.2159 -0.6298 0.000
C -8.293 -1.980 5.613 -0.6928 0.1788 0.8198 0.000
C -9.546 -1.298 4.981 0.7127 0.4713 -0.5765 0.000
O -9.597 0.133 5.220 -0.1242 -1.2302 0.1798 0.000
C -10.811 0.743 4.689 2.1438 -0.9451 0.7826 0.000
N -8.336 -3.463 5.414 -0.8320 0.7667 0.0656 0.000
H -6.656 -0.470 5.382 -0.5957 0.2400 -0.1783 0.000
H -7.004 -1.601 4.025 0.2736 0.3556 -0.2792 0.000
H -6.158 -2.099 5.454 -0.1179 -0.2716 0.1658 0.000
H -8.389 -1.658 6.650 0.1168 -0.8184 0.4571 0.000
H -10.471 -1.769 5.313 0.0509 -0.1479 0.2153 0.000
H -9.446 -1.457 3.907 -0.2884 -0.0395 -0.4523 0.000
H -11.675 0.232 5.114 -0.2263 0.2167 -0.1221 0.000
H -10.735 0.621 3.609 -0.5548 0.4048 -0.1378 0.000
H -10.679 1.762 5.055 -0.6385 0.0653 -0.4523 0.000
H -7.775 -3.999 6.060 -0.0126 0.4065 0.4675 0.000
H -7.926 -3.683 4.518 -0.1126 0.1303 -0.3297 0.000
C 4.341 -8.727 -2.925 -0.0941 1.4110 -0.8638 0.000
C 3.505 -7.544 -3.496 -0.3537 -1.7542 0.3680 0.000
C 2.897 -7.894 -4.873 1.2846 1.5447 0.6023 0.000
O 4.000 -8.045 -5.706 1.1391 -0.2395 -0.9002 0.000
C 3.678 -8.456 -6.994 -0.7825 -0.6643 -1.0156 0.000
N 2.448 -7.226 -2.543 -0.1374 0.4879 -0.0787 0.000
H 3.726 -9.616 -2.787 0.1134 0.0497 0.2780 0.000
H 4.782 -8.311 -2.019 -0.1002 -0.6273 0.2683 0.000
H 5.144 -8.920 -3.635 -0.0056 -0.2932 0.0783 0.000
H 4.191 -6.698 -3.551 -0.1971 0.1257 -0.3886 0.000
H 2.367 -7.013 -5.234 -0.7141 0.0522 0.0393 0.000
H 2.243 -8.766 -4.857 -0.0540 -0.2419 0.1290 0.000
H 4.511 -8.659 -7.667 0.5906 -0.1788 0.8000 0.000
H 3.104 -7.767 -7.614 -0.4125 0.7429 0.4544 0.000
H 3.053 -9.347 -6.925 0.0260 -0.3788 -0.1893 0.000
H 1.673 -7.850 -2.718 -0.1821 -0.3951 0.2592 0.000
H 2.072 -6.327 -2.808 -0.1222 0.3640 0.1613 0.000
C -7.723 10.296 1.869 1.1006 -0.6749 -0.4278 0.000
C -8.886 9.394 1.512 1.0318 -1.1134 0.3915 0.000
C -8.697 7.931 2.041 0.2398 0.5361 -1.2883 0.000
O -7.768 7.242 1.189 0.1078 0.3553 0.0297 0.000
C -7.367 6.026 1.752 0.4942 -0.1838 1.2134 0.000
N -10.030 10.002 2.105 -1.2659 0.1198 0.3386 0.000
H -7.891 11.314 1.516 0.0152 0.0284 0.1259 0.000
H -6.806 9.921 1.414 0.0557 0.0882 -0.3404 0.000
H -7.485 10.281 2.932 -0.5198 0.1924 0.1507 0.000
H -9.052 9.359 0.435 0.5984 -0.3400 -0.3343 0.000
H -9.629 7.370 1.975 -0.3832 0.1501 0.2741 0.000
H -8.328 7.926 3.067 -0.0439 0.1144 0.1683 0.000
H -6.428 5.633 1.361 -0.2519 0.2054 -0.8191 0.000
H -8.127 5.245 1.779 -0.2740 -0.0335 -0.4585 0.000
H -7.102 6.174 2.799 -0.0792 0.1715 0.4374 0.000
H -10.838 9.504 1.759 -0.4937 -0.0986 0.2154 0.000
H -10.084 10.895 1.638 -0.3231 0.4777 0.3225 0.000
C 9.587 4.609 -0.890 0.6953 0.2948 1.7507 0.000
C 8.787 4.202 0.393 0.9589 0.7214 -1.3398 0.000
C 8.664 5.321 1.422 1.3434 0.4217 0.1596 0.000
O 9.989 5.634 1.829 0.5955 -0.1139 0.5654 0.000
C 10.130 6.680 2.773 -0.3506 0.6672 -0.1085 0.000
N 7.479 3.825 -0.085 -0.7889 -0.5175 0.3096 0.000
H 9.632 3.827 -1.649 -0.6195 0.1014 -0.0755 0.000
H 10.632 4.747 -0.612 0.0723 0.1712 0.0967 0.000
H 9.230 5.583 -1.225 -0.1669 -0.2451 -0.4520 0.000
H 9.291 3.342 0.833 0.2001 0.0771 0.3867 0.000
H 8.108 5.038 2.316 -0.4089 -0.3144 -0.0231 0.000
H 8.225 6.231 1.012 -0.4035 -0.0094 -0.3451 0.000
H 11.110 6.713 3.249 0.1400 -0.5627 -0.4054 0.000
H 9.414 6.686 3.595 -0.3607 -0.5766 0.0422 0.000
H 9.997 7.653 2.301 -0.0205 0.1767 -0.3205 0.000
H 7.660 2.941 -0.539 -0.3982 -0.2222 -0.4714 0.000
H 6.967 3.555 0.742 -0.6026 -0.0885 0.1844 0.000
```
Forces are in eV/Å.

Calculated values
LUMO level (alpha / beta): -5.9 / -7.2 eV
total charge: +1
2S+1: 3



No. 2
Here is the molecule C5H5NO at a distorted geometry from the Open Molecules 2025 dataset. Energies are from ωB97M-V/def2-TZVPD.

```
12
Properties=species:S:1:pos:R:3:forces:R:3:mulliken_charge:R:1
O -2.272 -0.469 -0.376 -0.1272 0.2330 0.0173 -0.505
C -1.103 -0.834 0.301 0.1145 -0.2605 0.1668 -0.551
C 0.100 -0.384 -0.515 0.0071 -0.4366 -0.0471 0.487
C 0.299 1.090 -0.529 0.3866 0.2364 0.1031 -0.249
C 1.101 1.976 -0.140 -0.7768 0.1865 -0.4377 -0.568
C 1.353 -0.179 0.150 0.2645 1.1634 0.0980 0.291
N 2.420 -0.108 0.756 -0.7285 0.0342 -0.4086 -0.569
H -2.283 0.497 -0.438 -0.0937 -0.1521 -0.0086 0.356
H -1.042 -0.399 1.309 -0.0148 -0.0940 -0.1908 0.325
H -1.091 -1.922 0.377 -0.1002 0.0326 0.0501 0.310
H 0.158 -0.835 -1.502 -0.0045 -0.1544 0.0140 0.300
H 2.534 0.931 0.745 1.0730 -0.7886 0.6434 0.373
```
Forces are in eV/Å.

Calculated values
LUMO level: 0.2 eV
total charge: 0
2S+1: 1
energy above the lowest of the compared OMol25 structures with the same formula, charge and spin: 145.93 kcal/mol



no.,E_tot (eV)
1,-94164.064
2,-8797.091